No. 1
# C42H43ClIrP2

A molecular structure, C42H43ClIrP2 (the ωB97M-V functional and the def2-TZVPD basis, the Open Molecules 2025 dataset).

Geometry (Å):
Ir 0.00 0.17 -0.20
C -2.01 -0.20 0.41
C -1.89 -0.41 -0.99
C -2.37 0.53 -2.08
C -1.48 1.75 -2.38
C -0.29 1.91 -1.48
C -0.48 2.24 -0.11
C -1.87 2.38 0.47
C -2.51 1.08 1.03
C 1.58 -0.59 -1.04
H -2.05 -1.10 1.04
H -1.83 -1.46 -1.31
H -3.40 0.89 -1.87
H -2.45 -0.08 -2.99
H -1.14 1.68 -3.43
H -2.13 2.66 -2.33
H 0.66 2.19 -1.94
H 0.33 2.76 0.42
H -2.54 2.81 -0.27
H -1.79 3.10 1.29
H -2.31 1.05 2.11
H -3.61 1.16 0.91
H 1.84 -1.54 -0.56
H 2.38 0.15 -0.90
H 1.35 -0.72 -2.11
P -0.01 -2.11 -9.00
P 1.86 0.42 -9.37
C -0.72 -0.54 -9.56
C 0.11 0.52 -9.82
C -0.70 -3.31 -10.22
C -1.81 -3.02 -11.02
C -2.37 -4.02 -11.83
C -1.74 -5.26 -11.95
C -0.55 -5.50 -11.26
C -0.03 -4.54 -10.39
C -1.03 -2.28 -7.47
C -0.70 -1.40 -6.42
C -1.37 -1.47 -5.20
C -2.38 -2.43 -5.02
C -2.73 -3.28 -6.07
C -2.07 -3.21 -7.30
C 2.59 1.12 -10.94
C 2.51 0.31 -12.09
C 2.99 0.78 -13.31
C 3.57 2.05 -13.41
C 3.65 2.85 -12.27
C 3.17 2.40 -11.04
C 2.02 1.85 -8.24
C 3.21 1.92 -7.48
C 3.42 3.02 -6.65
C 2.45 4.03 -6.55
C 1.27 3.94 -7.29
C 1.05 2.84 -8.13
H -1.81 -0.50 -9.68
H -0.21 1.41 -10.37
H -2.26 -2.03 -11.01
H -3.29 -3.81 -12.37
H -2.18 -6.04 -12.59
H -0.03 -6.46 -11.40
H 0.90 -4.73 -9.85
H 0.09 -0.65 -6.57
H -1.10 -0.78 -4.40
H -2.88 -2.51 -4.05
H -3.53 -4.01 -5.94
H -2.35 -3.87 -8.13
H 2.04 -0.68 -12.02
H 2.90 0.15 -14.20
H 3.95 2.41 -14.36
H 4.09 3.85 -12.33
H 3.22 3.05 -10.16
H 3.94 1.12 -7.55
H 4.35 3.09 -6.07
H 2.62 4.88 -5.89
H 0.51 4.72 -7.23
H 0.12 2.77 -8.70
Cl 0.24 2.46 3.34
C -0.34 0.88 3.68
C -1.18 0.70 4.78
C -1.55 -0.59 5.17
C -0.98 -1.70 4.53
C -0.22 -1.51 3.37
C 0.08 -0.23 2.90
C 0.87 -0.06 1.62
H -1.53 1.58 5.33
H -2.27 -0.74 5.98
H -1.14 -2.70 4.91
H 0.17 -2.36 2.82
H 1.48 -0.97 1.50
H 1.51 0.83 1.67

The largest force on an atom is 3.882 eV Å⁻¹. Its spin multiplicity is 6. The energy above the lowest of the compared OMol25 structures with the same formula, charge and spin comes out at 0.0 kcal/mol. Its charge is +2.



No. 2
# C17H30NO2Si

2 unconnected molecules or ions with the total composition C17H30NO2Si (the ωB97M-V functional and the def2-TZVPD basis, the Open Molecules 2025 dataset).

Geometry (Å):
C -5.08 1.32 0.60
C -3.97 0.52 1.30
C -2.70 0.37 0.48
C -1.68 -0.44 1.28
O -0.42 -0.50 0.55
C 0.54 -1.21 1.22
C 0.47 -2.57 1.32
O 1.57 -0.47 1.67
Si 2.96 -0.04 0.73
C 3.91 0.86 2.04
C 3.78 -1.62 0.21
C 2.39 1.05 -0.65
H -5.96 1.39 1.25
H -4.75 2.34 0.37
H -5.38 0.84 -0.34
H -3.72 1.01 2.25
H -4.34 -0.47 1.55
H -2.92 -0.14 -0.47
H -2.29 1.37 0.24
H -1.48 0.05 2.24
H -2.04 -1.47 1.45
H 1.40 -3.10 1.53
H -0.41 -3.06 0.93
H 4.88 1.22 1.66
H 3.33 1.72 2.40
H 4.10 0.20 2.90
H 4.73 -1.38 -0.31
H 4.03 -2.24 1.09
H 3.16 -2.21 -0.47
H 3.25 1.38 -1.26
H 1.67 0.54 -1.31
H 1.90 1.95 -0.25
C 1.91 -5.45 4.36
N 1.41 -4.19 4.95
C 1.82 -3.84 6.29
C 1.20 -4.40 7.43
C 1.67 -4.10 8.71
C 2.78 -3.28 8.89
C 3.44 -2.77 7.77
C 2.96 -3.04 6.48
C 0.59 -3.49 4.18
H 2.61 -5.91 5.07
H 1.08 -6.14 4.16
H 2.42 -5.25 3.40
H 0.34 -5.07 7.30
H 1.16 -4.52 9.59
H 3.14 -3.05 9.89
H 4.33 -2.15 7.89
H 3.49 -2.66 5.60
H 0.22 -2.51 4.50
H 0.26 -3.94 3.25

The largest force on an atom is 2.959 eV Å⁻¹. For the energy, the calculation gives -1160.26068 Ha. Its charge is +1.



No. 3
# C36H99N9O9

9 unconnected molecules or ions with the total composition C36H99N9O9 (the ωB97M-V functional and the def2-TZVPD basis, the Open Molecules 2025 dataset).

Geometry (Å):
C -5.77 3.52 2.04
C -5.92 2.73 0.77
C -4.73 1.75 0.51
O -4.76 0.78 1.55
C -3.62 0.06 1.52
N -7.14 1.94 0.72
H -6.53 4.29 2.24
H -4.87 4.14 1.92
H -5.74 2.90 2.92
H -5.95 3.40 -0.10
H -3.80 2.30 0.59
H -4.83 1.25 -0.45
H -3.52 -0.36 0.51
H -3.65 -0.77 2.22
H -2.72 0.64 1.72
H -7.04 1.22 1.41
H -8.00 2.46 0.79
C 3.36 -0.59 4.02
C 2.25 -0.40 2.93
C 0.87 -0.39 3.60
O 0.76 0.81 4.30
C -0.11 0.69 5.39
N 2.62 0.72 2.12
H 3.12 -1.49 4.59
H 3.46 0.21 4.74
H 4.32 -0.72 3.49
H 2.26 -1.32 2.33
H 0.84 -1.25 4.28
H 0.04 -0.49 2.90
H -1.06 0.30 5.03
H -0.25 1.68 5.82
H 0.30 -0.05 6.08
H 1.86 0.90 1.48
H 2.81 1.51 2.72
C 5.13 5.09 -0.66
C 4.21 5.34 0.49
C 2.84 4.59 0.20
O 1.88 4.94 1.20
C 1.25 6.12 0.87
N 4.83 5.06 1.75
H 4.60 5.20 -1.61
H 5.60 4.10 -0.60
H 5.96 5.80 -0.62
H 4.00 6.40 0.57
H 2.99 3.52 0.35
H 2.44 4.86 -0.78
H 0.62 6.00 -0.02
H 1.96 6.94 0.73
H 0.53 6.42 1.65
H 5.20 4.10 1.86
H 4.11 5.11 2.46
C -3.47 2.64 7.62
C -3.90 3.77 6.69
C -3.70 3.35 5.23
O -2.32 3.48 5.00
C -1.96 3.08 3.68
N -5.33 3.92 6.77
H -3.98 1.70 7.33
H -3.64 2.94 8.65
H -2.41 2.44 7.46
H -3.30 4.66 6.88
H -4.25 3.96 4.52
H -4.02 2.32 5.06
H -2.02 1.99 3.58
H -0.91 3.31 3.49
H -2.58 3.53 2.90
H -5.58 4.76 6.25
H -5.65 4.04 7.74
C -1.96 -4.96 0.51
C -1.11 -5.19 -0.75
C -1.67 -4.37 -1.92
O -1.93 -2.99 -1.53
C -2.46 -2.16 -2.56
N 0.32 -4.95 -0.58
H -1.58 -5.65 1.28
H -3.02 -5.17 0.34
H -1.93 -3.91 0.81
H -1.23 -6.22 -1.11
H -2.62 -4.79 -2.25
H -0.97 -4.39 -2.77
H -2.51 -1.12 -2.21
H -3.46 -2.43 -2.89
H -1.77 -2.18 -3.41
H 0.55 -4.22 0.10
H 0.75 -5.81 -0.25
C -3.15 -0.65 -5.86
C -3.02 0.75 -6.37
C -3.00 1.78 -5.24
O -1.65 1.78 -4.79
C -1.54 2.23 -3.50
N -1.93 0.82 -7.31
H -2.31 -0.95 -5.23
H -3.28 -1.35 -6.69
H -4.09 -0.79 -5.31
H -3.92 0.92 -6.96
H -3.69 1.52 -4.44
H -3.29 2.79 -5.52
H -2.00 1.59 -2.74
H -1.93 3.24 -3.37
H -0.48 2.28 -3.22
H -1.94 1.76 -7.74
H -1.03 0.84 -6.81
C 3.61 -3.84 0.62
C 4.63 -2.81 -0.02
C 5.72 -2.58 1.02
O 6.76 -1.67 0.52
C 7.75 -1.51 1.48
N 5.24 -3.21 -1.28
H 4.10 -4.76 0.95
H 2.81 -4.07 -0.07
H 3.24 -3.41 1.56
H 4.12 -1.85 -0.23
H 6.17 -3.55 1.34
H 5.25 -2.21 1.94
H 8.55 -0.93 1.00
H 8.25 -2.44 1.74
H 7.34 -1.00 2.35
H 4.55 -3.55 -1.95
H 5.97 -3.90 -1.08
C 1.33 -1.77 -1.88
C 0.96 -1.19 -0.56
C 0.44 0.22 -0.81
O 0.11 0.76 0.48
C -0.38 2.07 0.35
N 0.13 -2.02 0.32
H 0.43 -1.91 -2.49
H 1.77 -2.77 -1.72
H 2.00 -1.09 -2.44
H 1.89 -1.03 0.02
H -0.42 0.22 -1.50
H 1.21 0.86 -1.26
H -1.30 1.95 -0.22
H 0.32 2.73 -0.18
H -0.63 2.55 1.30
H -0.84 -2.09 0.03
H 0.28 -1.58 1.23
C 1.48 -6.09 -4.51
C 2.51 -4.95 -4.38
C 1.88 -3.64 -4.89
O 1.77 -3.75 -6.34
C 0.77 -2.86 -6.84
N 3.02 -4.64 -3.05
H 1.18 -5.98 -5.55
H 0.64 -6.00 -3.80
H 1.90 -7.09 -4.29
H 3.32 -5.18 -5.08
H 2.53 -2.79 -4.62
H 0.91 -3.49 -4.42
H 0.82 -1.88 -6.37
H -0.19 -3.28 -6.54
H 0.91 -2.80 -7.90
H 2.31 -4.79 -2.34
H 3.76 -5.28 -2.76

The largest force on an atom is 2.298 eV Å⁻¹. The energy above the lowest of the compared OMol25 structures with the same formula, charge and spin comes out at 34.8 kcal/mol. Its charge is 0.